[1]
Below is a structure of composition C3HCoO3, with properties calculated with ωB97M-V/def2-TZVPD.

Values from the calculation:
energy above the lowest of the compared OMol25 structures with the same formula, charge and spin: 24.0 kJ/mol
maximum force: 4.77 eV/Å
E: -1723.00529 Ha
<S²>: 3.771
highest occupied orbital energy (alpha / beta): -0.51405 / -0.49722 hartree

Geometry as ORCA input:
```
! RIJCOSX wB97M-V def2-TZVPD def2/J DEFGRID3
* xyz 1 4
H 2.28498 -0.49249 -1.02182
O -0.08130 -0.23134 -2.94309
C 0.47690 -0.14688 -1.91852
C 1.24611 -0.19523 -0.83176
O 0.86825 0.00963 0.44114
C -1.08370 0.87552 1.83882
O -1.25878 1.88105 2.33464
Co -0.28721 -1.09499 1.33914
*
```

natural (NBO) atomic charge list, values in e, 5 entries: 0.2546 -0.2831 0.7036 -0.0420 -0.7007

[2]
Below is a structure of composition C3H7N3S2, with properties calculated with ωB97M-V/def2-TZVPD.

Values from the calculation:
energy above the lowest of the compared OMol25 structures with the same formula, charge and spin: 767.6 kJ/mol
maximum force: 4.93 eV/Å
E: -1078.87454 Ha
highest occupied orbital energy: -0.32933 hartree

Geometry as ORCA input:
```
! RIJCOSX wB97M-V def2-TZVPD def2/J DEFGRID3
* xyz 0 1
C -0.93731 -0.99767 -1.41020
C 1.55907 -0.73822 -0.12992
C -0.87090 1.50990 2.52637
H -0.13126 -1.85805 -0.51825
H -1.21688 -1.34168 -2.64368
H -2.12377 -0.39817 -0.59834
H -0.54815 1.06457 -1.12887
H 1.85553 -0.13222 -2.19501
H -1.47264 2.46260 2.67119
H -0.61014 1.08870 3.46913
N -0.15536 0.25226 -1.61645
N 1.25147 0.13384 -1.30856
N -0.36044 0.99078 1.40643
S 2.87686 -1.68238 0.05080
S 0.88394 -0.35425 1.42536
*
```

natural (NBO) atomic charge list, values in e, 5 entries: -0.4494 -0.2153 -0.0677 0.2201 0.2426

[3]
Below is a cluster of 4 separate species, C16H30ClN2O5 in total, with properties calculated with ωB97M-V/def2-TZVPD.

Values from the calculation:
energy above the lowest of the compared OMol25 structures with the same formula, charge and spin: 462.9 kJ/mol
maximum force: 6.03 eV/Å
E: -1573.44761 Ha
highest occupied orbital energy: -0.18203 hartree

Geometry as ORCA input:
```
! RIJCOSX wB97M-V def2-TZVPD def2/J DEFGRID3
* xyz -1 1
C 1.17751 -3.51670 2.23117
C 2.25323 -2.96485 1.18453
Cl 2.15645 -4.12168 -0.28802
C 1.96485 -1.49796 0.60287
C 1.25254 -0.47764 1.61328
N -0.08611 -0.01023 1.12296
C -1.07333 -1.11371 1.03413
C -1.98369 -1.48006 2.27058
C -3.01757 -2.61372 2.07251
N -3.25231 -3.40167 0.90466
C -2.42918 -3.05820 -0.21120
C -1.32647 -1.97653 -0.28754
C 2.18745 0.86170 1.64697
O 2.02995 1.66922 0.64741
O 3.07259 1.13246 2.65992
H 0.11450 -3.59500 1.82766
H 1.53423 -4.57701 2.53398
H 1.20550 -2.91035 3.21666
H 3.34339 -3.04882 1.53981
H 1.37413 -1.50250 -0.39089
H 2.99510 -1.04925 0.32508
H 1.18690 -0.82365 2.69841
H -0.45516 0.73033 1.74696
H -1.90487 -0.91738 3.25894
H -3.68699 -2.84626 2.98351
H -2.61525 -3.65239 -1.18224
H -0.76497 -1.80174 -1.26311
C -5.79123 -0.17746 0.12902
C -4.58097 0.31416 -0.63991
O -4.30785 -0.55355 -1.73273
H -5.62241 -1.19138 0.50129
H -6.00849 0.47818 0.97608
H -6.67188 -0.21776 -0.51974
H -3.69980 0.33197 0.00522
H -4.74708 1.32531 -1.02616
H -5.08682 -0.55849 -2.30442
C -0.54671 2.20620 -3.16982
C -0.06114 1.01650 -2.36501
O 0.83770 0.24011 -3.15182
H -1.04978 1.87317 -4.08227
H -1.24146 2.81499 -2.58588
H 0.29509 2.83269 -3.48014
H -0.89838 0.37886 -2.07228
H 0.45723 1.33816 -1.45622
H 1.57866 0.81049 -3.39474
C 4.32536 4.18796 -1.26304
C 5.25638 3.80938 -0.12754
O 4.58498 3.92564 1.11540
H 3.96478 5.21271 -1.13782
H 4.83319 4.10765 -2.22862
H 3.44528 3.53862 -1.27277
H 6.12445 4.47358 -0.10667
H 5.61188 2.77968 -0.24062
H 3.82253 3.32626 1.08946
*
```

natural (NBO) atomic charge list, values in e, 5 entries: -0.6532 -0.1309 -0.1480 -0.4540 -0.1506

[4]
Below is a structure of composition H16O9V, with properties calculated with ωB97M-V/def2-TZVPD.

Values from the calculation:
energy above the lowest of the compared OMol25 structures with the same formula, charge and spin: 37.4 kJ/mol
maximum force: 2.52 eV/Å
E: -1630.23441 Ha
<S²>: 0.780
highest occupied orbital energy (alpha / beta): -0.59268 / -0.59300 hartree

Geometry as ORCA input:
```
! RIJCOSX wB97M-V def2-TZVPD def2/J DEFGRID3
* xyz 2 2
O -0.55267 0.82214 0.21096
V 0.41286 -0.07094 -0.57335
O -1.48686 -0.73349 -2.00202
H -1.51633 -1.20317 -2.85269
H -2.40812 -0.49945 -1.78860
O -2.38951 0.20331 2.66387
H -3.27270 0.51589 2.91753
H -2.44832 -0.74369 2.84288
O 1.51758 -0.56941 1.32891
H 2.44144 -0.86323 1.26565
H 1.27067 -0.65630 2.26522
O -0.51736 -1.99460 0.15213
H -1.15459 -2.48267 -0.39317
H -0.65199 -2.27405 1.06965
O 2.01130 1.43658 -0.36378
H 1.91794 2.36903 -0.61968
H 2.84966 1.35612 0.11405
O 1.52713 -1.43295 -1.92339
H 1.51899 -2.38858 -1.72627
H 1.98561 -1.33756 -2.77555
O -0.24673 2.18640 2.87445
H -0.81168 2.90656 2.57031
H -0.86758 1.45395 3.04612
O 0.32321 1.25501 -2.39025
H -0.48710 1.20836 -2.92429
H 1.03514 1.53673 -2.98868
*
```

natural (NBO) atomic charge list, values in e, 5 entries: -0.2872 1.5660 -0.9769 0.5185 0.5283